Record 1
{"formula": "C7H12S", "method": "the ωB97M-V functional and the def2-TZVPD basis", "e_tot_ha": -671.99644, "max_force_ev_per_a": 5.646, "relative_energy_kcal_mol": 75.59, "homo_ev": -8.571, "gap_ev": 9.44, "symbols": ["C", "C", "C", "C", "C", "C", "C", "H", "H", "H", "H", "H", "H", "H", "H", "H", "H", "H", "H", "S"], "xyz": [[0.449504, 2.120686, 0.318258], [1.100417, 0.777452, -0.171315], [-0.304700, -0.041918, -0.284769], [-0.838526, 1.387237, 0.107685], [-0.394321, -0.909590, 0.925737], [0.478324, -2.101138, 0.473412], [-0.674209, -0.842080, -1.469991], [0.692422, 2.432141, 1.357780], [0.535351, 3.023095, -0.631015], [1.581104, 0.255658, 0.656361], [1.766086, 0.855705, -1.122843], [-1.511483, 1.472954, 0.944847], [-1.422650, 1.887518, -0.746907], [-0.057671, -0.620935, 1.839719], [-1.466754, -1.189009, 0.974561], [1.558246, -1.813391, 0.584918], [0.504632, -3.005545, 1.267229], [-1.805354, -0.602046, -1.515778], [-0.159655, -0.496104, -2.335874], [-0.030763, -2.590691, -1.172016]], "atomic_forces_ev_per_a": [[1.056, 0.856, -3.505], [1.329, -0.701, -1.219], [2.675, 4.298, 2.501], [-3.707, 1.083, -2.224], [-1.289, -3.359, -3.238], [1.078, -2.098, 3.391], [-1.721, 0.286, 0.162], [-0.061, 0.098, -1.054], [0.143, -2.372, 3.485], [0.915, 0.371, -0.335], [-1.071, -0.306, 1.750], [-0.503, -0.539, 0.465], [0.668, -0.826, 1.018], [0.876, 1.656, 2.496], [0.454, -0.260, 0.410], [-0.822, 0.058, -0.768], [-0.716, 1.676, -1.945], [1.439, -1.443, -0.602], [-0.009, 0.384, -0.821], [-0.732, 1.140, 0.031]]}


Record 2
{"formula": "C7H12Si", "method": "the ωB97M-V functional and the def2-TZVPD basis", "e_tot_ha": -563.21933, "max_force_ev_per_a": 5.100, "smiles": "C=C[Si](=C)C.C#CC", "relative_energy_kcal_mol": 104.36, "homo_ev": -7.877, "gap_ev": 8.37, "symbols": ["C", "C", "C", "C", "C", "C", "C", "Si", "H", "H", "H", "H", "H", "H", "H", "H", "H", "H", "H", "H"], "xyz": [[-3.284374, -0.464203, 0.186019], [-3.227070, -0.694864, -0.959767], [0.437169, -1.968961, 0.004101], [0.317728, -0.654352, -0.044708], [-3.007099, -0.127284, 1.602871], [3.547639, 0.323029, -0.187535], [1.315759, 2.313374, -0.618070], [1.659873, 0.669826, -0.184270], [-0.355785, -2.616725, 0.200903], [1.503062, -2.260183, 0.159330], [-0.643576, -0.177636, -0.064792], [-2.597770, 0.848456, 1.700555], [-4.011338, -0.177842, 2.171273], [-2.210670, -0.863844, 1.953330], [4.105313, 1.256311, -0.424041], [4.058026, 0.122369, 0.674614], [3.755929, -0.597379, -0.749636], [0.399216, 2.799241, -0.589857], [-3.641953, -1.238226, -1.776473], [2.034745, 3.114028, -0.821737]], "atomic_forces_ev_per_a": [[1.092, 1.634, 4.706], [-1.245, -1.717, -3.641], [3.054, 1.183, 1.018], [0.403, 1.521, -0.312], [-1.189, -1.964, 0.096], [-1.278, 0.282, -1.582], [1.299, -0.894, 0.374], [0.921, 1.036, -0.397], [-1.118, -1.123, -0.138], [-1.066, -0.727, -0.448], [-0.617, 0.003, -0.094], [0.230, 0.923, 0.018], [1.877, -0.091, -0.522], [-1.329, 0.861, 0.003], [-0.653, -0.663, -1.022], [0.499, -0.811, 3.130], [0.245, 0.686, -0.684], [-2.073, 0.267, -0.050], [0.519, 0.343, -0.635], [0.429, -0.751, 0.180]]}


Record 3
{"formula": "C7H12Si2", "method": "the ωB97M-V functional and the def2-TZVPD basis", "e_tot_ha": -852.73209, "max_force_ev_per_a": 3.413, "smiles": "C/[SiH]=C1\\C=CC=C[C@@H]1[SiH3]", "relative_energy_kcal_mol": 70.29, "homo_ev": [-6.935, -6.934], "gap_ev": [6.93, 6.93], "symbols": ["C", "C", "C", "C", "C", "C", "C", "Si", "Si", "H", "H", "H", "H", "H", "H", "H", "H", "H", "H", "H", "H"], "xyz": [[-1.040063, 1.776162, -1.215280], [-0.185160, 0.877074, -1.806915], [-1.459052, 1.400006, 0.119561], [0.065783, -0.451272, -1.204916], [-0.691153, 0.610670, 0.842522], [0.257782, -0.245659, 0.234639], [2.173710, -0.463999, 3.039314], [-1.600877, -1.330593, -1.946345], [1.769014, -0.686210, 1.102600], [-1.240892, 2.833322, -1.491868], [0.373613, 1.034639, -2.686198], [-2.191386, 1.970660, 0.688267], [1.080486, -0.880787, -1.670675], [-1.063352, 0.408334, 1.854867], [1.221635, -0.103756, 3.375804], [2.232463, -1.448678, 3.670518], [2.956696, 0.298256, 3.258929], [-0.790868, -1.885441, -3.044680], [-2.447043, -2.177451, -1.047017], [-2.385648, -0.220549, -2.265456], [2.964311, -1.314729, 0.192328]], "atomic_forces_ev_per_a": [[1.481, -0.320, -0.305], [-0.890, 2.104, 0.543], [-1.029, 1.967, -0.218], [1.346, -1.101, -0.956], [-1.386, -1.972, 1.780], [2.776, -0.957, 1.740], [-0.422, -1.574, -0.502], [2.233, -0.494, 1.564], [0.858, -0.358, -0.598], [0.250, -1.095, -0.423], [0.179, 0.706, -1.169], [-0.171, 0.029, -0.511], [-2.484, 0.493, 0.747], [0.754, 0.304, 0.022], [-0.582, 0.752, 0.353], [0.566, 1.698, -1.500], [-0.501, -0.874, -0.185], [-0.759, -0.547, -0.445], [0.485, -0.327, -0.346], [-1.144, 0.916, -0.754], [-1.559, 0.652, 1.165]]}


Record 4
{"formula": "C7H13AgClNO8S", "method": "the ωB97M-V functional and the def2-TZVPD basis", "e_tot_ha": -1936.25823, "max_force_ev_per_a": 3.959, "multiplicity": 3, "s2": 2.006, "homo_ev": [-6.346, -10.905], "gap_ev": [6.12, 5.71], "symbols": ["Ag", "Cl", "C", "N", "O", "O", "H", "H", "H", "O", "C", "O", "C", "C", "C", "H", "H", "H", "H", "H", "H", "C", "C", "O", "S", "O", "O", "O", "H", "H", "H", "H"], "xyz": [[-1.816292, -2.181998, -2.034459], [-0.103700, -0.498375, -0.984777], [2.241757, 1.904617, 0.020400], [3.552179, 1.235152, -0.109970], [3.901449, 0.376805, 0.741699], [4.290312, 1.521834, -1.048156], [2.197188, 2.872837, 0.519063], [1.616637, 1.212423, 0.584475], [1.744723, 2.037530, -0.940531], [-3.270056, -0.355866, -2.619807], [-3.666955, 0.694839, -2.121498], [-4.892351, 0.809344, -1.558408], [-5.067293, 2.127028, -0.947175], [-3.708446, 2.677814, -0.775303], [-2.887951, 2.024518, -1.950885], [-5.581259, 1.971348, 0.001355], [-5.723239, 2.730498, -1.574588], [-3.253487, 2.428606, 0.183346], [-3.819195, 3.762177, -0.774952], [-1.833427, 1.748913, -1.939864], [-3.047126, 2.558926, -2.887449], [2.213918, -3.433750, 0.975952], [1.807534, -2.083256, 1.516770], [2.479570, -2.038019, 2.780380], [3.759519, -3.055459, 2.956653], [3.485315, -4.110324, 3.954115], [5.027234, -2.292513, 2.884073], [3.553642, -3.658757, 1.440676], [2.388419, -3.410164, -0.099732], [1.584218, -4.270247, 1.279023], [0.762462, -1.940907, 1.791838], [2.064705, -1.365573, 0.737737]], "atomic_forces_ev_per_a": [[0.250, -0.235, 0.116], [-0.120, -0.067, -0.098], [-1.617, -0.531, 0.187], [2.760, -1.306, 0.530], [-1.561, 1.888, -1.372], [-1.292, 0.227, 0.653], [0.971, -0.150, 0.102], [0.172, 0.121, 0.117], [0.627, -0.145, -0.212], [-0.976, 2.052, 0.593], [0.324, -0.685, 0.065], [0.406, 0.079, -0.259], [-0.931, -1.386, 0.008], [1.958, 0.641, -0.331], [-1.541, -0.762, -0.187], [-0.001, -0.100, -0.083], [0.160, -0.075, -0.239], [-0.139, -0.254, 0.008], [0.578, 0.081, -0.323], [-0.015, 0.472, 0.728], [-0.029, 0.191, -0.064], [0.391, -0.884, -0.683], [-0.140, -0.690, 0.172], [1.123, 0.198, 1.136], [1.187, -0.050, -1.395], [0.595, 2.953, -2.089], [-3.245, -2.054, 0.959], [0.282, 0.220, 1.517], [-0.656, -0.116, -0.021], [-0.096, 0.083, -0.030], [-0.044, -0.366, -0.352], [0.621, 0.651, 0.847]]}


Record 5
{"formula": "C7H13Br2O7P", "method": "the ωB97M-V functional and the def2-TZVPD basis", "e_tot_ha": -6290.64447, "max_force_ev_per_a": 5.077, "smiles": "C[C@H](Br)[C@@H](Br)OC(=O)OP(=O)(O)O.CC(C)=O", "homo_ev": -10.358, "gap_ev": 10.35, "symbols": ["C", "C", "Br", "C", "Br", "O", "C", "O", "O", "P", "O", "O", "O", "H", "H", "H", "H", "H", "H", "H", "C", "C", "O", "C", "H", "H", "H", "H", "H", "H"], "xyz": [[-1.714213, -0.365921, -2.605945], [-0.222499, -0.927947, -2.347437], [0.674252, -1.110150, -4.110532], [-0.171893, -2.236597, -1.432506], [-1.533817, -3.620176, -1.961105], [1.104944, -2.934402, -1.443886], [2.180327, -2.036821, -1.113150], [3.066681, -1.881031, -1.958380], [2.127029, -1.468005, 0.185234], [2.878534, 0.062722, 0.274404], [4.338629, 0.099657, -0.154327], [2.002456, 1.308252, -0.492106], [2.862986, 0.475637, 1.941703], [-2.151339, 0.147532, -1.675225], [-2.413772, -1.129480, -3.077095], [-1.586139, 0.478237, -3.383250], [0.314469, -0.092819, -1.757437], [-0.401433, -1.994895, -0.334231], [2.046991, 1.218415, -1.470164], [2.038363, 0.114503, 2.341229], [-2.606900, 1.935641, 1.800563], [-1.287264, 1.245386, 2.017416], [-0.779577, 0.563960, 1.144370], [-0.621258, 1.430949, 3.354921], [-2.970070, 1.714298, 0.794857], [-3.339344, 1.573284, 2.524916], [-2.481567, 3.016070, 1.897639], [-1.266144, 1.046362, 4.147733], [-0.408203, 2.488915, 3.520576], [0.319773, 0.878424, 3.371218]], "atomic_forces_ev_per_a": [[0.608, 0.900, -0.570], [-1.175, 0.675, 1.065], [-0.415, -0.144, 0.946], [-0.289, 0.067, 0.680], [1.048, 0.907, 0.275], [0.706, 2.588, 1.053], [1.645, -0.919, -3.298], [-2.954, -0.176, 3.696], [-0.063, 1.340, -1.781], [4.398, 2.453, 0.643], [-4.034, -0.477, 0.846], [0.548, -2.837, 1.073], [-1.823, -1.625, -3.308], [0.656, -1.170, -1.189], [1.025, 0.894, 0.891], [-0.207, -1.309, 1.227], [-0.650, -1.440, -0.988], [0.026, -0.018, -1.778], [0.318, -0.019, 0.705], [0.554, 0.392, -0.179], [-0.023, -0.141, -0.372], [0.228, -0.329, -0.481], [-0.085, 0.167, 0.370], [0.237, -0.196, -0.131], [0.063, 0.019, 0.131], [0.039, 0.198, 0.078], [-0.103, -0.046, 0.183], [-0.004, 0.200, 0.032], [-0.135, -0.043, 0.134], [-0.140, 0.089, 0.047]]}